# C53H53F6N3O2

11 unconnected molecules or ions with the total composition C53H53F6N3O2 in a non-equilibrium geometry (ωB97M-V/def2-TZVPD, the OMol25 dataset).

Properties
E_LUMO, eV: 0.2
Molecular weight, g/mol: 878.014
2S+1: 1
Highest occupied orbital energy, eV: -9.18
Kohn-Sham gap, eV: 9.34
Structure (SMILES): Fc1ccccc1.Fc1ccccc1.Fc1ccccc1.Fc1ccccc1.Fc1ccccc1.Fc1ccccc1.c1ccncc1.c1ccncc1.c1ccncc1.CO.CO

Each line ends with the Löwdin charge.
Atoms and positions in Å:
1 N 4.6374 -7.2357 -2.4209  0.041
2 C 4.9665 -6.7875 -1.1834  -0.159
3 C 4.0491 -6.2850 -0.2531  -0.062
4 C 2.7083 -6.2578 -0.7090  -0.080
5 C 2.3216 -6.7177 -1.9726  -0.081
6 C 3.3218 -7.1977 -2.8161  -0.136
7 H 6.0121 -6.8062 -0.9137  0.093
8 H 4.3429 -5.9284 0.7230  0.095
9 H 1.9368 -5.8567 -0.0683  0.095
10 H 1.3330 -6.6811 -2.4058  0.096
11 H 3.1422 -7.7104 -3.7494  0.096
12 N -1.0773 -0.9521 0.0994  0.038
13 C -0.9700 0.3339 0.4918  -0.156
14 C -0.7155 1.3736 -0.4077  -0.067
15 C -0.6370 1.1212 -1.8061  -0.073
16 C -0.9045 -0.1737 -2.1692  -0.104
17 C -1.0489 -1.2222 -1.2484  -0.119
18 H -0.9487 0.4691 1.5631  0.097
19 H -0.5433 2.3891 -0.0831  0.091
20 H -0.3994 1.8735 -2.5437  0.103
21 H -0.8739 -0.4235 -3.2194  0.094
22 H -1.1825 -2.2631 -1.5035  0.096
23 N -0.2452 2.4327 6.6876  0.040
24 C -1.2828 2.2418 7.5280  -0.130
25 C -1.1012 1.9085 8.9227  -0.056
26 C 0.2052 1.6631 9.3605  -0.098
27 C 1.2935 1.8318 8.5042  -0.071
28 C 0.9901 2.2532 7.2000  -0.156
29 H -2.2619 2.4096 7.1042  0.092
30 H -1.9644 1.8372 9.5679  0.091
31 H 0.3842 1.4826 10.4102  0.098
32 H 2.2977 1.7225 8.8865  0.097
33 H 1.7907 2.4640 6.5066  0.095
34 C -1.1816 1.2231 -9.2185  -0.187
35 O -0.2090 1.2524 -10.2254  -0.111
36 H -2.1237 1.5283 -9.6739  0.071
37 H -1.3775 0.2456 -8.7777  0.078
38 H -0.9936 1.9594 -8.4371  0.074
39 H 0.0270 2.1799 -10.3001  0.074
40 C -5.0902 5.8477 2.1201  -0.201
41 O -5.6285 7.0633 2.5130  -0.103
42 H -5.8604 5.2096 1.6869  0.082
43 H -4.2502 5.9703 1.4365  0.071
44 H -4.6339 5.2526 2.9112  0.072
45 H -4.9645 7.5112 3.0424  0.079
46 F 4.1319 6.0476 3.2470  0.078
47 C 4.9667 5.9947 2.2172  -0.285
48 C 6.2863 6.4606 2.3539  -0.017
49 C 7.1201 6.3834 1.2793  -0.116
50 C 6.7338 5.7895 0.0950  -0.084
51 C 5.3868 5.3591 -0.0708  -0.068
52 C 4.5720 5.4196 1.0326  -0.040
53 H 6.6459 7.0222 3.2034  0.115
54 H 8.1205 6.7901 1.2945  0.106
55 H 7.4597 5.6676 -0.6953  0.095
56 H 5.0186 4.9602 -1.0044  0.103
57 H 3.5981 4.9889 0.8523  0.115
58 F -5.9165 -1.4237 6.8897  0.116
59 C -6.6357 -1.7976 5.8964  -0.346
60 C -6.5385 -1.1734 4.6649  0.009
61 C -7.3220 -1.6740 3.5560  -0.078
62 C -8.1755 -2.7210 3.7324  -0.125
63 C -8.3029 -3.3039 4.9889  -0.086
64 C -7.5264 -2.8794 6.0713  -0.003
65 H -5.8976 -0.3139 4.5347  0.106
66 H -7.2472 -1.3368 2.5327  0.099
67 H -8.7777 -3.0500 2.8984  0.100
68 H -9.0180 -4.0996 5.1369  0.100
69 H -7.6985 -3.3572 7.0244  0.109
70 F 5.6209 -0.5830 -5.4276  0.029
71 C 6.0015 -0.5056 -4.1060  -0.230
72 C 5.0657 -0.8052 -3.0798  -0.022
73 C 5.4946 -0.9926 -1.7982  -0.098
74 C 6.8167 -0.7350 -1.5206  -0.093
75 C 7.7636 -0.3708 -2.5032  -0.082
76 C 7.3220 -0.2505 -3.7936  -0.043
77 H 4.0318 -1.0074 -3.3179  0.112
78 H 4.7342 -1.3129 -1.1014  0.109
79 H 7.3445 -0.9345 -0.5997  0.096
80 H 8.8093 -0.2151 -2.2823  0.105
81 H 8.0738 0.0499 -4.5084  0.115
82 F -3.4272 -6.0930 5.5505  0.039
83 C -2.6313 -5.3888 6.4137  -0.245
84 C -1.9942 -4.2590 5.8881  -0.023
85 C -1.1611 -3.4562 6.6638  -0.084
86 C -0.9716 -3.7673 7.9949  -0.116
87 C -1.4997 -4.9150 8.5520  -0.082
88 C -2.3412 -5.7292 7.7622  -0.010
89 H -2.2394 -4.0323 4.8610  0.113
90 H -0.6267 -2.6245 6.2290  0.105
91 H -0.3764 -3.0793 8.5771  0.099
92 H -1.2968 -5.1640 9.5832  0.101
93 H -2.7771 -6.6439 8.1360  0.104
94 F 0.1657 7.3267 -3.0965  0.063
95 C -1.1415 7.5336 -3.3336  -0.285
96 C -2.0195 8.1230 -2.4749  -0.038
97 C -3.3859 8.1393 -2.7148  -0.079
98 C -3.8959 7.7084 -3.9488  -0.101
99 C -3.0589 7.0157 -4.7963  -0.081
100 C -1.6745 6.9133 -4.4834  -0.001
101 H -1.7091 8.5660 -1.5401  0.115
102 H -4.0772 8.6500 -2.0607  0.103
103 H -4.9683 7.7698 -4.0612  0.100
104 H -3.4607 6.6516 -5.7303  0.099
105 H -1.0141 6.4653 -5.2110  0.106
106 F -1.8641 -4.2328 -7.1070  0.024
107 C -0.9354 -4.9766 -7.8162  -0.247
108 C -1.2701 -6.1561 -8.4806  -0.035
109 C -0.3132 -6.9555 -9.0557  -0.098
110 C 1.0088 -6.5159 -9.1278  -0.068
111 C 1.3376 -5.2538 -8.5112  -0.065
112 C 0.3668 -4.5251 -7.8232  -0.033
113 H -2.3077 -6.4410 -8.5739  0.115
114 H -0.6304 -7.8810 -9.5132  0.104
115 H 1.8467 -7.0200 -9.5863  0.093
116 H 2.3126 -4.8055 -8.6323  0.098
117 H 0.6784 -3.5888 -7.3844  0.113

# C53H53N2P2Pt

A molecular structure, C53H53N2P2Pt (ωB97M-V/def2-TZVPD, the OMol25 dataset).

Properties
E_LUMO (alpha / beta), eV: -1.6 / -3.9
Molecular weight, g/mol: 975.047
2S+1: 5
Relative energy (zero: lowest compared OMol25 entry of this formula, charge and spin), kJ/mol: 5.4
Highest occupied orbital energy (alpha / beta), eV: -6.89 / -10.75
Kohn-Sham gap (alpha / beta), eV: 5.28 / 6.89
Total charge: +1

Each line ends with the Löwdin spin population.
Atoms and positions in Å:
1 Pt 0.1935 0.2277 0.2116  1.222
2 C -7.3181 -0.2279 -1.5256  0.007
3 C -6.2561 -0.6646 -2.3074  0.000
4 C -4.9557 -0.4930 -1.8627  0.008
5 C -4.7154 0.1233 -0.6340  0.022
6 C -5.7830 0.5516 0.1509  0.010
7 C -7.0833 0.3772 -0.2988  0.001
8 P -3.0049 0.3021 -0.1154  0.099
9 C -2.9632 0.5905 1.6628  0.018
10 C -2.4480 1.7778 2.1702  0.014
11 C -2.3436 1.9574 3.5441  0.002
12 C -2.7549 0.9506 4.4033  0.002
13 C -3.2716 -0.2375 3.8976  0.002
14 C -3.3732 -0.4217 2.5285  0.002
15 C -2.2493 1.6931 -0.9480  0.037
16 C -2.9976 2.6943 -1.5624  0.009
17 C -2.3490 3.6774 -2.2922  -0.003
18 C -0.9659 3.6305 -2.4142  0.011
19 C -0.2296 2.6328 -1.7820  0.032
20 C -0.8551 1.6493 -1.0164  0.227
21 H -8.3337 -0.3643 -1.8730  0.000
22 H -6.4420 -1.1444 -3.2587  0.000
23 H -4.1273 -0.8451 -2.4665  0.001
24 H -5.6036 1.0185 1.1118  0.001
25 H -7.9127 0.7115 0.3098  0.000
26 H -2.1272 2.5575 1.4911  0.001
27 H -1.9453 2.8837 3.9383  0.000
28 H -2.6791 1.0902 5.4740  0.000
29 H -3.5946 -1.0198 4.5717  0.000
30 H -3.7643 -1.3537 2.1357  0.000
31 H -4.0795 2.6940 -1.4883  0.002
32 H -2.9161 4.4578 -2.7814  0.000
33 H -0.4555 4.3750 -3.0138  0.002
34 H 0.8485 2.6212 -1.9042  0.004
35 C 4.6013 -2.2402 -2.2598  0.001
36 C 4.4527 -0.7426 -2.2270  0.008
37 C 5.4198 0.0332 -2.8618  0.002
38 C 5.3687 1.4184 -2.8517  0.001
39 C 4.3435 2.0699 -2.1837  0.000
40 C 3.3649 1.3197 -1.5545  0.004
41 C 3.3987 -0.0744 -1.5818  0.031
42 P 2.0201 -0.9063 -0.7625  0.163
43 C 1.5086 -2.3167 -1.7651  0.018
44 C 1.5801 -3.6101 -1.2521  0.013
45 C 1.2043 -4.6980 -2.0221  0.000
46 C 0.7663 -4.4889 -3.3204  0.012
47 C 0.6739 -3.2009 -3.8248  0.000
48 C 1.0237 -2.0925 -3.0606  0.009
49 C 0.8903 -0.7112 -3.6399  0.004
50 C 2.6168 -1.4986 0.8387  0.117
51 C 3.9482 -1.4537 1.2280  0.003
52 C 4.2951 -1.6421 2.5593  0.110
53 C 3.3014 -1.8276 3.5220  0.009
54 C 1.9711 -1.8488 3.1590  0.090
55 C 1.5961 -1.7275 1.8055  0.076
56 C 0.2250 -1.8366 1.3891  0.375
57 H 5.6403 -2.5045 -2.4518  0.000
58 H 3.9896 -2.6823 -3.0494  0.000
59 H 4.3004 -2.7134 -1.3259  0.000
60 H 6.2386 -0.4670 -3.3647  0.000
61 H 6.1401 1.9862 -3.3553  0.000
62 H 4.3037 3.1508 -2.1565  0.000
63 H 2.5610 1.8127 -1.0201  0.001
64 H 1.9537 -3.7732 -0.2473  0.002
65 H 1.2541 -5.6977 -1.6124  0.000
66 H 0.4768 -5.3294 -3.9372  0.000
67 H 0.3081 -3.0442 -4.8329  0.000
68 H 0.2899 -0.7389 -4.5486  0.000
69 H 1.8629 -0.2840 -3.8964  0.001
70 H 0.4041 -0.0280 -2.9382  0.002
71 H 4.7191 -1.2437 0.4959  -0.002
72 H 5.3366 -1.6248 2.8513  0.006
73 H 3.5772 -1.9550 4.5608  -0.002
74 H 1.1985 -1.9970 3.9031  0.003
75 H -0.5359 -1.8685 2.1616  0.020
76 H 0.0083 -2.4588 0.5320  0.014
77 C -1.8603 -0.9633 -0.4325  0.212
78 C -2.0738 -2.1901 -0.7390  0.319
79 C -2.1783 -3.5062 -1.0885  0.055
80 C -2.3123 -3.9008 -2.4541  0.136
81 C -2.4615 -5.2265 -2.7796  -0.003
82 C -2.4681 -6.2159 -1.7923  0.172
83 C -2.3305 -5.8496 -0.4509  -0.004
84 C -2.1961 -4.5297 -0.0902  0.137
85 H -2.2943 -3.1396 -3.2234  0.006
86 H -2.5722 -5.5074 -3.8200  -0.004
87 H -2.5882 -7.2558 -2.0631  0.011
88 H -2.3381 -6.6115 0.3185  -0.004
89 H -2.1014 -4.2488 0.9513  0.007
90 C -0.0490 5.1514 1.6827  0.000
91 C 1.4322 4.8949 1.4142  0.001
92 N 2.0473 3.8997 2.2888  0.005
93 C 2.6547 4.3623 3.5363  0.001
94 C 1.6923 4.3759 4.7160  0.000
95 C 1.9064 2.5789 2.0093  0.014
96 C 2.6792 1.5996 2.8337  0.000
97 N 1.1697 2.1386 1.0375  0.113
98 H -0.5055 5.6750 0.8419  0.000
99 H -0.1980 5.7568 2.5756  0.000
100 H -0.5833 4.2105 1.8221  0.000
101 H 2.0078 5.8141 1.5221  0.000
102 H 1.5790 4.5744 0.3790  0.000
103 H 3.0349 5.3676 3.3524  0.000
104 H 3.5238 3.7469 3.7617  0.000
105 H 0.8317 5.0137 4.5181  0.000
106 H 2.1947 4.7569 5.6057  0.000
107 H 1.3243 3.3734 4.9411  0.000
108 H 3.7469 1.8169 2.7835  0.000
109 H 2.5061 0.6017 2.4463  -0.001
110 H 2.3778 1.6292 3.8807  0.000
111 H 0.6612 2.8704 0.5574  0.003